*1*
Density functional theory data (ωB97M-V/def2-TZVPD) for a molecular structure, C23H27AsHgN2SSbSe4.

Results
- Kohn-Sham gap (spin up / spin down): 4.704 / 5.086 eV
- Charge: -2
- Spin multiplicity: 2

Each line ends with the Mulliken charge.
Atoms and positions in Å:
Hg1 0.36794 0.38506 0.22798  1.499
Se1 0.69703 4.98699 1.14694  -0.746
Sb1 0.80966 3.44917 -0.76025  0.393
Se2 -1.34708 1.89961 -0.46642  -0.790
Se3 2.71276 0.68350 0.35282  -1.125
Se4 0.54817 4.61494 -2.92730  -0.732
C1 -0.54684 1.57945 3.69511  -1.016
N1 0.73413 0.88145 3.69504  0.127
C2 1.87094 1.79747 3.79188  -0.927
C3 0.82983 -0.36510 3.19157  0.141
S1 -0.51288 -1.11205 2.42970  -0.390
N2 1.94147 -1.09610 3.40233  0.317
C4 2.95834 -0.74882 4.37126  -1.317
C5 2.26301 -2.26135 2.60277  -0.877
H1 -0.51233 2.34437 4.47324  0.362
H2 -1.35443 0.88294 3.89663  0.363
H3 -0.73739 2.07355 2.73733  0.293
H4 1.59338 2.74609 3.32741  0.307
H5 2.71913 1.41793 3.23043  0.224
H6 2.14658 1.97820 4.83824  0.291
H7 2.53374 -0.12248 5.15188  0.401
H8 3.80414 -0.23842 3.90006  0.351
H9 3.31777 -1.67394 4.82979  0.437
H10 1.74658 -2.22385 1.64950  0.062
H11 1.97778 -3.18536 3.12053  0.310
H12 3.33570 -2.25447 2.40394  0.380
C6 1.00844 -5.79426 -4.63588  -0.365
C7 1.57532 -5.72236 -3.37291  -0.448
C8 1.37418 -4.59485 -2.58565  -0.299
C9 0.60758 -3.53106 -3.04652  -0.081
C10 0.04926 -3.60964 -4.32084  -0.234
C11 0.24804 -4.73161 -5.10899  -0.546
As1 0.34186 -1.93620 -1.90579  0.331
C12 -1.58515 -1.85099 -2.19888  0.391
C13 -2.28855 -2.98908 -1.79785  -0.819
C14 -3.66835 -3.04850 -1.89285  -0.567
C15 -4.37477 -1.96088 -2.39007  -0.381
C16 -3.69432 -0.80532 -2.73815  -0.904
C17 -2.30993 -0.74768 -2.63555  -0.218
C18 1.18197 -0.69107 -3.14673  0.647
C19 0.56199 0.08547 -4.11874  0.037
C20 1.28937 1.03528 -4.82125  -0.812
C21 2.64651 1.18538 -4.58778  -0.389
C22 3.28768 0.37087 -3.66682  -0.632
C23 2.55428 -0.55560 -2.94564  -0.473
H13 1.15979 -6.67357 -5.25097  0.344
H14 2.17504 -6.54542 -3.00164  0.374
H15 1.81443 -4.53258 -1.59604  0.374
H16 -0.54434 -2.78147 -4.69112  0.285
H17 -0.18884 -4.78107 -6.09998  0.374
H18 -1.73756 -3.83830 -1.40462  0.352
H19 -4.19604 -3.93507 -1.56046  0.371
H20 -5.45359 -2.00840 -2.48450  0.348
H21 -4.23408 0.07093 -3.07493  0.411
H22 -1.81183 0.18172 -2.86329  0.546
H23 -0.49340 -0.02425 -4.32693  0.328
H24 0.78484 1.69237 -5.51680  0.341
H25 3.19872 1.95836 -5.10752  0.327
H26 4.34355 0.49329 -3.46240  0.347
H27 3.03294 -1.14593 -2.17348  0.302

=====

*2*
Density functional theory data (ωB97M-V/def2-TZVPD) for a molecular structure, C23H27AsHgN2SSbSe4.

Results
- Kohn-Sham gap (spin up / spin down): 5.399 / 5.344 eV
- Charge: -2
- Spin multiplicity: 2

Each line ends with the Mulliken charge.
Atoms and positions in Å:
Hg1 0.35347 -1.77903 0.63137  1.182
Se1 2.90586 -4.29336 -3.74712  -0.698
Sb1 1.59073 -3.96521 -1.72525  0.390
Se2 -2.00729 -1.90649 -0.28683  -1.122
Se3 2.75166 -2.14826 -0.32016  -0.782
Se4 1.34831 -5.89775 -0.24874  -0.677
C1 0.69012 -4.06453 3.44347  -0.961
N1 -0.67979 -3.62733 3.22873  0.131
C2 -1.46044 -4.51975 2.35892  -0.883
C3 -0.99521 -2.31570 3.35259  -0.002
S1 0.16968 -1.08668 3.48623  -0.260
N2 -2.30088 -1.98888 3.35066  0.381
C4 -2.74272 -0.64221 3.06104  -0.980
C5 -3.35594 -2.91062 3.72071  -1.243
H1 0.66402 -5.11940 3.72391  0.322
H2 1.15072 -3.47803 4.23465  0.369
H3 1.29299 -3.97427 2.53556  0.288
H4 -0.78278 -4.98183 1.64149  0.140
H5 -2.17726 -3.94809 1.76938  0.370
H6 -1.95471 -5.30542 2.93876  0.277
H7 -2.04601 -0.16774 2.37551  0.136
H8 -2.83329 -0.05020 3.97862  0.284
H9 -3.70804 -0.70898 2.55829  0.409
H10 -2.93954 -3.77603 4.22378  0.381
H11 -3.92545 -3.24120 2.84730  0.332
H12 -4.03580 -2.39991 4.41023  0.435
C6 -3.25378 4.04614 -1.74145  -0.376
C7 -1.97478 4.53255 -1.97323  -0.657
C8 -0.86834 3.75332 -1.66596  0.145
C9 -1.03314 2.48687 -1.11390  -0.251
C10 -2.32053 1.99832 -0.88868  -0.147
C11 -3.42500 2.77762 -1.20554  -0.549
As1 0.39530 1.23359 -0.69637  0.659
C12 1.85543 2.43978 -0.23606  -0.094
C13 3.15769 2.01592 -0.50072  -0.485
C14 4.24210 2.75360 -0.05193  -0.697
C15 4.04426 3.92144 0.67543  -0.372
C16 2.75359 4.34188 0.95731  -0.552
C17 1.66662 3.60292 0.50705  -0.383
C18 0.96116 0.79972 -2.51184  0.239
C19 0.55408 -0.43524 -3.01163  -0.321
C20 0.95936 -0.84451 -4.27708  -0.774
C21 1.76501 -0.01835 -5.04496  -0.482
C22 2.16155 1.21908 -4.55509  -0.734
C23 1.76248 1.62632 -3.29183  0.145
H13 -4.11704 4.65500 -1.98703  0.337
H14 -1.83846 5.51882 -2.40357  0.365
H15 0.12801 4.13138 -1.86190  0.336
H16 -2.44879 0.99211 -0.49268  0.106
H17 -4.42133 2.38501 -1.03836  0.410
H18 3.32121 1.09558 -1.05428  0.457
H19 5.24654 2.40685 -0.26416  0.381
H20 4.89368 4.49459 1.02964  0.351
H21 2.58860 5.24635 1.53262  0.364
H22 0.66348 3.93626 0.74204  0.429
H23 -0.08164 -1.07993 -2.41072  0.414
H24 0.67827 -1.82533 -4.63911  0.479
H25 2.10393 -0.35059 -6.01966  0.350
H26 2.80351 1.86037 -5.14947  0.361
H27 2.10457 2.57945 -2.89999  0.329

=====

Quick one: most stable of them? *2*

=====

*1*
Density functional theory data (ωB97M-V/def2-TZVPD) for 2 unconnected molecules or ions with the total composition C11H14N2.

Results
- Kohn-Sham gap: 9.262 eV
- SMILES string: Cc1c[nH]cn1.Cc1ccccc1

Each line ends with the Mulliken charge.
Atoms and positions in Å:
C1 0.31853 0.96726 1.28444  -1.096
C2 3.53307 -1.76802 1.87078  -0.495
C3 3.79076 -0.50529 1.35057  -0.402
C4 2.24488 -2.15034 2.21453  -0.412
C5 2.73623 0.34386 1.03101  -0.467
C6 1.19022 -1.28581 1.92419  -0.454
C7 1.45737 -0.01400 1.43701  0.882
H1 4.34898 -2.35665 2.22872  0.350
H2 4.83493 -0.26031 1.19725  0.344
H3 2.07236 -3.13032 2.63375  0.365
H4 2.89248 1.29341 0.53845  0.312
H5 0.18259 -1.61456 2.07977  0.386
H6 -0.22381 1.29285 2.16584  0.364
H7 -0.36204 0.50327 0.55786  0.004
H8 0.62261 1.84083 0.70819  0.324
C8 -3.14243 2.34818 -1.65997  -1.156
C9 -1.91530 -0.65850 -3.13503  -0.250
C10 -2.55188 1.01197 -1.92893  0.761
C11 -2.34944 -0.03949 -1.07551  -0.755
N1 -2.29580 0.59011 -3.20158  -0.640
N2 -1.93883 -1.08636 -1.84770  -0.031
H9 -1.62353 -1.24053 -3.99180  0.415
H10 -1.69332 -1.98935 -1.50516  0.173
H11 -2.40169 -0.18125 -0.00894  0.553
H12 -2.37848 3.12631 -1.73249  0.270
H13 -3.51720 2.37608 -0.66716  0.316
H14 -3.83128 2.58666 -2.46807  0.340

=====

*2*
Density functional theory data (ωB97M-V/def2-TZVPD) for 2 unconnected molecules or ions with the total composition C11H14N2.

Results
- Kohn-Sham gap: 8.938 eV
- SMILES string: Cc1c[nH]cn1.Cc1ccccc1

Each line ends with the Mulliken charge.
Atoms and positions in Å:
C1 -2.20060 0.38433 -3.15987  -1.052
C2 -0.74346 -2.15345 -1.26106  -0.400
C3 -1.00763 -0.33035 -2.59527  0.346
C4 0.15269 -0.11618 -1.87313  -0.300
N1 -1.33977 -1.66560 -2.35407  -0.587
N2 0.34139 -1.16915 -1.01232  -0.037
H1 -0.95611 -2.89436 -0.69930  0.542
H2 1.04755 -1.38753 -0.27268  0.247
H3 0.71629 0.80365 -1.69518  0.418
H4 -2.75293 -0.41403 -3.77638  0.288
H5 -1.99525 1.33643 -3.67497  0.331
H6 -2.90986 0.71397 -2.40738  0.226
C5 -1.30406 0.87048 2.00829  -1.236
C6 0.07141 0.60029 1.78725  1.130
C7 0.59911 -0.64976 2.24918  -0.734
C8 0.86898 1.41134 0.99648  -0.705
C9 1.94948 -0.71914 2.23606  -0.406
C10 2.23876 1.15309 0.86826  0.041
C11 2.85424 0.08348 1.39086  -0.542
H7 -1.94383 0.10232 2.48911  0.344
H8 -1.69937 0.91790 0.93600  0.199
H9 -0.13115 -1.39031 2.56864  0.328
H10 0.52679 2.33455 0.62280  0.487
H11 2.51481 -1.55083 2.60416  0.319
H12 2.79863 2.10342 0.25988  0.126
H13 3.92841 -0.22721 1.25219  0.365
H14 -1.62452 1.85264 2.51247  0.261

=====

Quick one: most stable of them? *1*

=====

*1*
Density functional theory data (ωB97M-V/def2-TZVPD) for 2 unconnected molecules or ions with the total composition CH3ClIN.

Results
- Kohn-Sham gap: 10.293 eV
- SMILES string: C=NCl.I

Each line ends with the Mulliken charge.
Atoms and positions in Å:
C1 1.03146 -0.22626 -0.96282  -0.210
N1 0.31052 -0.76867 -0.06018  -0.218
Cl1 -0.84405 -1.90313 -0.54310  -0.068
I1 -1.69467 1.25524 2.98068  -0.099
H1 0.72080 -0.50143 -2.05676  0.224
H2 1.80048 0.52862 -0.72407  0.279
H3 -1.32455 1.61563 1.36626  0.091

=====

*2*
Density functional theory data (ωB97M-V/def2-TZVPD) for CH3ClIN in the gas phase.

Results
- Kohn-Sham gap: 9.321 eV
- SMILES string: N[C@H](Cl)I

Each line ends with the Mulliken charge.
Atoms and positions in Å:
C1 -0.62899 -0.74615 0.23596  -0.322
N1 0.41434 0.09029 -0.26543  -0.517
Cl1 -0.70761 -2.48158 -0.05972  -0.113
I1 -2.76448 0.08080 -0.22698  -0.030
H1 -0.47952 -0.75227 1.25361  0.439
H2 0.51152 -0.05436 -1.23797  0.257
H3 0.36480 1.09329 -0.08442  0.285

=====

*3*
Density functional theory data (ωB97M-V/def2-TZVPD) for a molecular structure, CH3ClIN.

Results
- Kohn-Sham gap: 7.680 eV

Each line ends with the Mulliken charge.
Atoms and positions in Å:
C1 -2.10672 -0.93303 0.49589  -0.098
N1 1.48346 0.41977 0.27242  -0.627
Cl1 -1.41894 -2.23727 -0.15940  0.041
I1 -2.09604 0.81853 -0.65595  0.069
H1 0.52445 0.78067 0.48803  0.154
H2 2.03750 1.22165 0.26702  0.212
H3 1.57628 -0.07032 -0.70801  0.249

=====

Quick one: most stable of them? *2*

=====

*1*
Density functional theory data (ωB97M-V/def2-TZVPD) for 2 unconnected molecules or ions with the total composition CH2FNOS.

Results
- Kohn-Sham gap: 9.801 eV
- SMILES string: O=C=NS.F

Each line ends with the Mulliken charge.
Atoms and positions in Å:
C1 0.11160 0.53631 0.90387  0.574
N1 0.40607 0.84645 -0.16047  -0.203
O1 0.02731 0.48921 2.05580  -0.454
F1 -1.33640 -1.17692 0.02116  -0.373
S1 0.41660 0.38959 -1.77500  -0.059
H1 -1.39576 -1.52507 0.81284  0.364
H2 1.77057 0.44042 -1.85820  0.152

=====

*2*
Density functional theory data (ωB97M-V/def2-TZVPD) for CH2FNOS in the gas phase.

Results
- Kohn-Sham gap: 10.155 eV
- SMILES string: O=C(F)NS

Each line ends with the Mulliken charge.
Atoms and positions in Å:
C1 -0.04123 0.90736 0.38547  0.626
N1 0.33470 -0.18713 -0.28545  -0.340
O1 -0.87079 1.05539 1.22053  -0.460
F1 0.80683 1.93148 -0.03774  -0.235
S1 -0.20534 -1.94529 0.04976  -0.058
H1 1.25553 -0.11388 -0.54003  0.276
H2 -1.27970 -1.64793 -0.79254  0.191

=====

*3*
Density functional theory data (ωB97M-V/def2-TZVPD) for 2 unconnected molecules or ions with the total composition CH2FNOS.

Results
- Kohn-Sham gap (spin up / spin down): 6.928 / 6.738 eV

Each line ends with the Mulliken charge.
Atoms and positions in Å:
C1 -0.03027 1.00850 0.16067  0.789
N1 0.74219 0.07992 -0.34550  -0.552
O1 -0.60615 1.06365 1.20255  -0.504
F1 -0.02016 2.10674 -0.65574  -0.235
S1 -0.32064 -1.82773 1.17481  0.027
H1 0.90857 -0.01681 -1.44793  0.278
H2 -0.67354 -2.41427 -0.08886  0.198

=====

Quick one: most stable of them? *2*